# 1
ORCA calculation (ωB97M-V/def2-TZVPD) on a 10-piece molecular cluster, C61H53N3O24P3 overall.

Values from the calculation:
relative energy (zero: lowest compared OMol25 entry of this formula, charge and spin) = 0.00 kJ/mol
HOMO-LUMO gap = 4.4 eV
charge = -1
E = -5350.13564 a.u.
multiplicity = 1

Last column: Löwdin charge in e.
Geometry (Å):
C  3.54698  -1.66692  0.20832  -0.103
C  2.99016  -1.73970  -1.19661  -0.270
N  3.01415  -0.47579  -1.93296  0.000
C  2.06886  0.56232  -1.53823  -0.415
O  0.87823  0.07317  -1.00125  -0.317
P  0.44125  0.67028  0.56846  0.450
N  -0.05479  1.40905  2.22772  -0.015
C  0.26641  0.86586  3.24701  -0.520
O  0.59779  0.35761  4.25607  0.093
P  -1.61192  -0.31718  0.33517  0.602
N  -2.25996  -0.37173  -1.11568  -0.377
O  1.99553  1.37173  0.69860  -0.281
C  2.55431  1.66902  -0.54822  -0.560
C  4.07486  1.74245  -0.41983  -0.064
C  4.60990  2.98066  0.26194  -0.516
O  5.04498  3.93478  -0.31442  0.109
O  4.55510  2.91811  1.63178  0.075
P  1.90980  3.32312  -1.11579  0.751
O  1.67502  4.31164  -0.03772  -0.407
H  4.59061  -1.33381  0.20133  0.072
H  2.96603  -1.00305  0.85280  0.046
H  3.52119  -2.66580  0.65052  0.069
H  1.98340  -2.17475  -1.17442  0.109
H  3.62135  -2.43554  -1.76047  0.108
H  2.81831  -0.67569  -2.90519  0.104
H  1.82571  1.07944  -2.48356  0.128
H  0.92541  -0.49736  1.22970  0.025
H  -0.15507  1.81022  -0.03046  0.019
H  -1.39693  -1.62508  0.84925  -0.053
H  -2.47599  0.34083  1.23617  -0.043
H  -3.14964  0.11307  -1.12521  -0.096
H  4.52302  1.71400  -1.41732  0.130
H  4.41570  0.87098  0.13540  0.111
H  5.45788  2.92099  1.98433  0.077
H  2.86641  3.74949  -2.05858  0.026
H  0.77196  3.01266  -1.87796  0.018
C  9.19417  3.89725  4.11275  0.022
C  8.15764  3.32605  3.50968  0.026
C  7.91133  1.87105  3.62323  -0.356
O  6.93139  1.35931  3.11444  0.094
C  8.88294  1.05710  4.39719  0.030
C  9.92784  1.62649  4.99286  0.030
C  10.15455  3.09361  4.91321  -0.379
O  11.08707  3.61882  5.48511  0.099
H  9.36328  4.96425  4.07513  0.106
H  7.44283  3.90535  2.93720  0.113
H  8.67936  -0.00408  4.46652  0.091
H  10.64232  1.06090  5.57736  0.123
C  6.14980  -1.56523  4.40780  0.030
C  5.06982  -2.11012  3.85518  0.046
C  4.80990  -3.56808  3.96939  -0.351
O  3.82823  -4.07269  3.46380  0.091
C  5.79033  -4.39681  4.72278  0.031
C  6.86680  -3.84296  5.27433  0.022
C  7.12683  -2.38816  5.16026  -0.373
O  8.10764  -1.88144  5.67432  0.079
H  6.36589  -0.50781  4.33426  0.092
H  4.34097  -1.53080  3.30450  0.124
H  5.56968  -5.45320  4.79306  0.092
H  7.59729  -4.41677  5.83089  0.119
C  -3.51762  0.47270  -4.16766  0.028
C  -3.81680  -0.27192  -5.22948  0.021
C  -5.20736  -0.40219  -5.71882  -0.377
O  -5.48124  -1.08325  -6.68864  0.076
C  -6.27077  0.33014  -4.98658  0.023
C  -5.98479  1.07809  -3.92554  0.032
C  -4.58344  1.20770  -3.43914  -0.364
O  -4.32945  1.89885  -2.47542  0.082
H  -2.51273  0.56715  -3.77293  0.113
H  -3.06446  -0.82053  -5.78173  0.120
H  -7.27756  0.21549  -5.36811  0.122
H  -6.74163  1.62412  -3.37318  0.108
C  -7.91907  6.13862  -2.36897  0.014
C  -7.12319  7.19826  -2.26614  0.016
C  -5.64425  7.04899  -2.17637  -0.386
O  -4.93084  8.02443  -2.08686  0.104
C  -5.09195  5.67180  -2.20347  0.035
C  -5.88676  4.60870  -2.30419  0.031
C  -7.35798  4.76334  -2.39909  -0.377
O  -8.08752  3.79768  -2.50745  0.092
H  -8.99655  6.21820  -2.43873  0.118
H  -7.49916  8.21337  -2.24432  0.118
H  -4.01469  5.58596  -2.13309  0.128
H  -5.51157  3.59246  -2.32591  0.083
C  6.25663  7.40329  6.85989  0.021
C  7.13286  6.97564  5.95483  0.023
C  6.74644  6.83570  4.52648  -0.368
O  7.51454  6.39424  3.69745  0.084
C  5.36638  7.21058  4.14089  0.033
C  4.49191  7.63487  5.04570  0.019
C  4.86141  7.75638  6.47633  -0.380
O  4.06122  8.13002  7.30795  0.101
H  6.50167  7.50330  7.90970  0.119
H  8.14762  6.69465  6.20886  0.119
H  5.11217  7.09808  3.09447  0.131
H  3.47359  7.88868  4.78579  0.108
C  1.09790  3.90911  4.05461  0.046
C  0.18709  3.31424  4.82023  0.021
C  -0.51072  4.05351  5.90147  -0.377
O  -1.33938  3.51757  6.60679  0.097
C  -0.15710  5.48584  6.09517  0.015
C  0.75113  6.08293  5.33019  0.015
C  1.45166  5.33965  4.24987  -0.368
O  2.28415  5.86911  3.54577  0.099
H  1.62021  3.39575  3.25581  0.120
H  -0.08976  2.27502  4.69517  0.076
H  -0.68086  6.00117  6.89040  0.116
H  1.02328  7.12355  5.45716  0.112
C  -7.09309  -5.79522  -9.31306  0.016
C  -6.13033  -6.70752  -9.22883  0.024
C  -4.87667  -6.43000  -8.48021  -0.388
O  -3.99627  -7.26062  -8.40634  0.100
C  -4.74749  -5.10127  -7.82958  0.025
C  -5.71094  -4.18587  -7.90968  0.032
C  -6.96184  -4.46739  -8.66013  -0.375
O  -7.85735  -3.65219  -8.74334  0.099
H  -8.01727  -5.97300  -9.84899  0.098
H  -6.20709  -7.68312  -9.69195  0.122
H  -3.82545  -4.92677  -7.28936  0.123
H  -5.62887  -3.21168  -7.44296  0.092
C  -11.46810  -7.88293  -7.89345  0.019
C  -12.28898  -7.31764  -7.01375  0.020
C  -12.52522  -5.84942  -7.01160  -0.385
O  -13.27462  -5.33764  -6.20930  0.108
C  -11.80698  -5.03825  -8.02812  0.028
C  -10.98711  -5.60335  -8.90944  0.019
C  -10.75626  -7.07072  -8.91307  -0.383
O  -10.00772  -7.58980  -9.71497  0.091
H  -11.27691  -8.94825  -7.91621  0.121
H  -12.82159  -7.88516  -6.26132  0.121
H  -11.98981  -3.97176  -8.00203  0.125
H  -10.44819  -5.02969  -9.65297  0.117
C  2.08461  -6.54075  4.12094  0.032
C  1.00865  -7.09451  3.56548  0.031
C  0.74150  -8.54980  3.67574  -0.387
O  -0.23576  -9.06154  3.17371  0.103
C  1.72364  -9.37285  4.43314  0.017
C  2.79900  -8.82400  4.98848  0.017
C  3.05941  -7.36574  4.87562  -0.361
O  4.04372  -6.87217  5.38954  0.086
H  2.30633  -5.48472  4.05099  0.096
H  0.28144  -6.51746  3.00832  0.126
H  1.50536  -10.43128  4.49915  0.119
H  3.52960  -9.39806  5.54438  0.118

---

# 2
ORCA calculation (ωB97M-V/def2-TZVPD) on C61H53N7O4PSSnTe as an isolated structure.

Values from the calculation:
⟨S²⟩ = 0.76
HOMO-LUMO gap (spin up / spin down) = 7.7 / 5.6 eV
charge = +2
E = -4261.97082 a.u.
multiplicity = 2

Last column: Löwdin charge in e.
Geometry (Å):
Sn  0.49387  -0.02796  -1.15084  1.496
C  -0.75369  3.28858  -4.30516  -0.078
C  -0.28972  2.16012  -3.64331  -0.087
N  -0.68643  1.88464  -2.40387  0.046
C  -1.53433  2.72181  -1.81148  -0.201
C  -2.01991  3.82585  -2.50212  -0.044
N  -1.63122  4.10867  -3.74025  0.118
C  -1.93580  2.38908  -0.42873  -0.204
C  -2.43100  3.34118  0.44995  0.065
C  -2.77372  2.96388  1.74251  -0.120
C  -2.60252  1.62756  2.09198  0.075
C  -2.11850  0.74283  1.14454  -0.202
N  -1.78529  1.11181  -0.09091  0.120
C  -1.95346  -0.70120  1.40190  -0.212
C  -2.75967  -1.43996  2.26358  -0.048
N  -2.61343  -2.75257  2.40068  0.118
C  -1.66418  -3.34279  1.68159  -0.091
C  -0.85689  -2.61666  0.81830  -0.111
N  -1.01082  -1.30151  0.68925  0.020
C  -3.33055  3.93667  2.70570  -0.184
C  -4.29852  4.84872  2.30749  -0.006
C  -4.81251  5.73020  3.24866  -0.115
N  -4.41433  5.74895  4.51765  0.080
C  -3.49210  4.86903  4.89915  -0.118
C  -2.92674  3.94330  4.03470  -0.016
H  -0.42148  3.53438  -5.30634  0.121
H  0.40022  1.46431  -4.10219  0.102
H  -2.76322  4.48363  -2.06704  0.126
H  -2.50072  4.38033  0.15617  0.127
H  -2.83859  1.29486  3.09519  0.131
H  -3.55973  -0.97415  2.82816  0.127
H  -1.55122  -4.41338  1.80318  0.121
H  -0.08468  -3.07767  0.21237  0.106
H  -4.67488  4.85722  1.29086  0.117
H  -5.57697  6.44983  2.97837  0.115
H  -3.19526  4.90760  5.94144  0.115
H  -2.16876  3.25452  4.39196  0.116
O  0.11487  -2.54733  -2.13414  -0.478
S  0.77549  -2.11278  -3.39746  0.398
O  2.20322  -2.18908  -3.37266  -0.271
O  0.24108  -0.74992  -3.70734  -0.492
C  0.02088  -3.13372  -4.63118  -0.258
C  0.73395  -3.90178  -5.52862  -0.020
C  0.03959  -4.64503  -6.47532  -0.031
C  -1.34245  -4.60469  -6.52466  -0.038
C  -2.06300  -3.82918  -5.62443  -0.063
C  -1.38871  -3.08879  -4.66193  -0.333
P  -2.34429  -2.07494  -3.49509  1.264
C  -3.41065  -1.06975  -4.52988  -0.337
C  -4.79470  -0.97355  -4.34750  -0.065
C  -5.54083  -0.18504  -5.20773  -0.051
C  -4.91620  0.53969  -6.21552  -0.038
C  -3.53668  0.45994  -6.38455  -0.050
C  -2.78195  -0.33765  -5.54554  -0.079
C  -3.25424  -3.14860  -2.39061  -0.340
C  -4.16136  -2.57685  -1.48718  -0.106
C  -4.84321  -3.38287  -0.59420  -0.063
C  -4.59342  -4.75056  -0.56368  -0.044
C  -3.64433  -5.30845  -1.41277  -0.048
C  -2.96534  -4.51344  -2.32110  -0.057
H  1.81633  -3.90885  -5.48689  0.128
H  0.58671  -5.25402  -7.18371  0.123
H  -1.87261  -5.17308  -7.27808  0.121
H  -3.14564  -3.80933  -5.66435  0.125
H  -5.29029  -1.54428  -3.57473  0.097
H  -6.61654  -0.14754  -5.09299  0.118
H  -5.50690  1.16619  -6.87144  0.120
H  -3.05312  1.01763  -7.17654  0.118
H  -1.70733  -0.40916  -5.67591  0.110
H  -4.32729  -1.50557  -1.49383  0.108
H  -5.56734  -2.95001  0.08413  0.117
H  -5.14220  -5.38244  0.12259  0.120
H  -3.43737  -6.36989  -1.37338  0.119
H  -2.23014  -4.95330  -2.98116  0.114
C  4.28077  -1.03791  7.77931  -0.031
C  3.80383  -0.85664  6.36570  -0.239
C  4.49383  -0.05094  5.46704  0.007
C  4.06106  0.14889  4.16418  -0.261
C  4.88733  1.01804  3.24888  -0.038
C  2.87295  -0.48721  3.76310  -0.299
Te  2.09827  -0.15656  1.81509  1.805
N  1.91957  1.79519  2.09656  -0.174
C  1.31175  2.38618  1.09692  -0.606
O  1.02786  1.83955  -0.04726  -0.349
C  0.93227  3.81261  1.25826  -0.165
C  0.72345  4.35767  2.52256  -0.024
C  0.32067  5.67787  2.64581  -0.061
C  0.12855  6.45736  1.51175  -0.061
C  0.35842  5.92210  0.24913  -0.065
C  0.75402  4.59978  0.12138  -0.034
C  3.82826  -0.74760  0.70088  -0.325
C  4.13859  -2.10931  0.81408  -0.286
C  3.34236  -3.12254  1.61060  -0.049
C  5.25464  -2.58627  0.13449  0.002
C  6.03434  -1.76903  -0.66774  -0.236
C  7.24949  -2.29172  -1.38201  -0.029
C  5.65958  -0.43550  -0.80464  0.004
C  4.56904  0.09921  -0.13881  -0.292
C  4.24136  1.55319  -0.35944  -0.038
C  2.16300  -1.31809  4.63715  -0.298
C  0.89021  -2.04692  4.27427  -0.072
C  2.65100  -1.49153  5.92566  -0.006
H  5.13230  -0.39594  7.99759  0.082
H  4.57914  -2.07300  7.95482  0.092
H  3.48331  -0.80329  8.48513  0.090
H  5.40358  0.44259  5.78999  0.125
H  5.71040  1.47091  3.79793  0.090
H  4.27917  1.81539  2.82455  0.063
H  5.31200  0.42423  2.43805  0.078
H  0.88021  3.72827  3.39057  0.114
H  0.16557  6.10590  3.62865  0.113
H  -0.19127  7.48729  1.60915  0.113
H  0.24083  6.53713  -0.63472  0.111
H  0.94119  4.16340  -0.85283  0.113
H  2.41898  -2.72972  2.02808  0.005
H  3.93838  -3.50981  2.43832  0.105
H  3.08465  -3.96471  0.96776  0.096
H  5.51040  -3.63595  0.23960  0.131
H  7.40793  -3.34896  -1.17948  0.081
H  8.13733  -1.74011  -1.07067  0.092
H  7.14363  -2.15547  -2.45952  0.091
H  6.24725  0.21633  -1.44360  0.134
H  5.14922  2.13257  -0.51877  0.097
H  3.71625  1.98585  0.48623  0.043
H  3.61737  1.66916  -1.24701  0.086
H  0.47362  -1.70541  3.32860  -0.001
H  0.13107  -1.89382  5.04202  0.094
H  1.06997  -3.12187  4.20516  0.096
H  2.10382  -2.13451  6.60783  0.133

---

The records above give, respectively, strongest force on any atom values of 0.9 1.2 eV/A.